# 1
Computed, not measured: a 2-piece molecular cluster, C13H30BF2IN2O5P overall at a distorted geometry, with wB97M-V/def2-TZVPD.

```
55
Properties=species:S:1:pos:R:3:forces:R:3:lowdin_charge:R:1
C -1.5338 2.0419 2.7189 0.32 -0.42 -0.09 -0.1268
C -1.1444 2.0683 1.2352 -0.45 0.27 0.69 -0.1812
B -1.9653 1.1511 0.2332 0.12 -0.17 -0.34 -0.6125
O -2.1026 1.6982 -1.0097 -0.11 -0.20 -0.01 0.0227
P -2.7226 -0.6345 0.6639 0.73 2.03 1.59 0.4356
O -4.3705 -0.0779 0.5554 0.32 -0.88 -0.05 -0.3400
I -2.7904 -1.2981 -1.8516 -0.12 -0.36 -0.90 0.5805
C -0.9507 -1.3624 0.9200 -0.22 -0.59 -0.75 -0.3182
C -0.5006 -2.6020 0.1540 0.64 -0.37 1.20 -0.3172
C 0.6048 -3.3380 0.9441 0.27 0.64 -0.95 -0.2038
C 1.9529 -2.6198 0.8141 -0.07 -0.32 0.74 -0.2253
C 3.1448 -3.5489 0.7076 0.56 0.62 -0.29 -0.3025
N 4.3883 -2.8682 0.3168 0.13 -0.42 0.17 -0.0237
N -3.3892 -2.3011 1.1834 -1.09 -0.44 -0.01 -0.0869
C -4.2669 -3.0158 0.3531 -1.44 0.08 -0.09 -0.6381
O -5.4322 -2.8427 0.1162 1.49 -0.30 0.35 0.1262
F -3.6575 -4.1274 -0.1056 0.02 -0.11 -0.27 0.0643
C -3.8843 -2.3030 2.4970 1.27 -1.41 1.66 -0.5441
O -3.4348 -2.9827 3.4060 -0.97 1.44 -1.66 0.1161
F -4.9216 -1.5007 2.7358 -0.02 -0.11 0.08 0.1200
H -0.9161 1.3225 3.2358 0.18 -0.30 0.29 0.0656
H -2.5451 1.7091 2.8793 -0.51 0.05 0.00 0.0535
H -1.3924 2.9913 3.2152 0.05 0.38 0.07 0.0581
H -0.0794 1.8923 1.1698 0.45 -0.24 -0.22 0.0805
H -1.2688 3.0923 0.8874 -0.04 0.32 -0.23 0.0888
H -1.5786 2.5014 -1.0579 0.08 0.29 -0.25 0.0746
H -2.7200 -0.3192 2.0755 0.06 -0.15 -0.15 0.0314
H -4.3470 0.8592 0.3872 0.01 0.46 -0.33 0.0147
H -0.1932 -0.6022 0.7531 0.03 0.55 -0.07 0.0687
H -0.8922 -1.6217 1.9669 -0.24 0.04 0.51 0.0703
H -1.2969 -3.3087 -0.0034 -0.50 -0.01 -0.17 0.0600
H -0.0439 -2.3445 -0.7824 -0.17 0.14 -0.73 0.0623
H 0.7339 -4.3217 0.5108 -0.12 -0.50 0.02 0.0979
H 0.3342 -3.4248 1.9837 -0.19 -0.28 0.41 0.1037
H 2.1076 -2.0049 1.6960 0.07 0.40 0.14 0.1065
H 1.9695 -1.9541 -0.0391 -0.14 0.19 -0.40 0.1012
H 3.3472 -4.0469 1.6439 -0.11 -0.31 0.36 0.1043
H 2.9763 -4.3047 -0.0426 -0.23 -0.43 -0.24 0.1019
H 4.2780 -2.4823 -0.6059 -0.02 0.20 -0.24 0.0495
H 4.5689 -2.0988 0.9417 0.05 0.24 0.12 0.0495
C 2.0389 2.9228 -4.3038 0.04 -0.09 0.05 -0.0787
C 1.3504 3.7951 -3.2680 0.03 0.06 -0.11 -0.2823
O 1.0931 3.1391 -2.0435 -0.16 0.07 0.20 -0.1610
C 2.2228 2.6305 -1.3583 0.06 -0.13 0.02 -0.2736
C 3.2496 3.6814 -0.9709 -0.05 0.12 -0.13 -0.0787
H 1.4492 2.0266 -4.4975 -0.03 0.00 -0.01 0.0855
H 2.1562 3.4733 -5.2379 -0.03 0.02 -0.01 0.0742
H 3.0307 2.6053 -3.9788 0.03 0.06 -0.02 0.0639
H 0.3723 4.0959 -3.6428 -0.04 -0.02 0.04 0.1187
H 1.9188 4.7176 -3.0976 0.06 -0.03 -0.01 0.1057
H 2.6846 1.8303 -1.9472 0.07 0.02 0.02 0.1095
H 1.8305 2.1681 -0.4533 -0.11 -0.03 -0.03 0.1098
H 3.6874 4.1699 -1.8430 0.04 -0.04 -0.01 0.0633
H 4.0608 3.2207 -0.4066 -0.01 -0.03 0.03 0.0755
H 2.7892 4.4540 -0.3538 0.00 -0.01 0.03 0.0804
```
Forces are in eV/Å.

Calculated values
HOMO ... -4.87 eV
Largest force on an atom ... 2.7 eV Å⁻¹
LUMO energy ... 2.35 eV
Charge ... -1
Kohn-Sham gap ... 7.22 eV
Multiplicity ... 1



# 2
Computed, not measured: C2H5OP in the gas phase at a distorted geometry, with wB97M-V/def2-TZVPD.

```
9
Properties=species:S:1:pos:R:3:forces:R:3:lowdin_charge:R:1
O -1.5331 0.4147 -0.1526 -0.96 -0.19 0.86 -0.0656
C -0.1773 0.3725 -0.3972 -0.83 1.42 -1.22 -0.7486
C 0.7011 -0.7167 0.0342 0.09 -0.85 -1.66 -0.4011
P 1.0901 0.9472 0.7447 -0.02 -0.87 3.57 0.8730
H -2.0279 0.2546 -0.9597 0.11 -0.12 -0.08 0.0904
H 0.0092 0.8849 -1.3577 0.50 -0.58 0.25 0.1110
H 0.1573 -1.4199 0.6485 0.34 -0.08 0.25 0.0687
H 1.2819 -1.1568 -0.7910 0.07 0.05 0.73 0.0685
H 0.4987 0.4194 2.2309 0.71 1.23 -2.70 0.0038
```
Forces are in eV/Å.

Calculated values
HOMO ... -9.18 eV
Largest force on an atom ... 3.7 eV Å⁻¹
Energy above the lowest of the compared OMol25 structures with the same formula, charge and spin ... 1.887 eV
LUMO energy ... 0.82 eV
Kohn-Sham gap ... 10.00 eV
Multiplicity ... 1
SMILES ... O[C@@H]1CP1



# 3
Computed, not measured: C19H41AsN5SeSi3TcTe as an isolated structure at a distorted geometry, with wB97M-V/def2-TZVPD.

```
72
Properties=species:S:1:pos:R:3:forces:R:3:lowdin_charge:R:1
Tc 0.0694 1.2125 -0.3292 1.16 -1.32 -0.94 0.2505
C 5.0843 0.6753 -1.2496 -0.29 0.65 -0.08 -0.2107
Si 4.2080 2.2994 -1.6843 0.50 -0.19 -0.60 0.2311
C 5.0087 3.8638 -0.9708 -0.36 -0.58 -0.22 -0.2165
C 3.8471 2.4201 -3.5439 0.10 0.00 0.70 -0.2157
Se 2.1375 2.2451 -0.6905 -0.45 0.22 0.45 0.2835
H 5.8947 0.5092 -1.9508 0.22 -0.02 -0.19 0.0316
H 4.4109 -0.1756 -1.3063 -0.16 -0.02 -0.08 0.0300
H 5.5077 0.6971 -0.2515 0.06 0.05 0.20 0.0237
H 6.0093 3.9840 -1.3744 0.21 0.00 -0.09 0.0335
H 5.0812 3.8246 0.1135 0.01 -0.11 0.10 0.0286
H 4.4344 4.7507 -1.2292 -0.10 0.03 -0.10 0.0301
H 4.7740 2.5572 -4.0921 0.21 0.01 -0.12 0.0325
H 3.1927 3.2574 -3.7745 -0.04 0.12 0.06 0.0285
H 3.3676 1.5142 -3.9082 -0.03 -0.14 0.04 0.0287
C -2.9700 -5.9487 -3.5445 0.00 -0.04 -0.02 -0.0403
C -2.3421 -4.6303 -3.2257 0.06 0.16 0.04 -0.2577
C -2.6955 -3.8992 -2.1040 0.04 -0.03 -0.12 -0.0081
C -2.1478 -2.6500 -1.8415 0.02 0.20 0.11 -0.3125
C -2.6157 -1.9131 -0.6264 0.19 -0.03 0.07 -0.1082
C -1.2001 -2.1197 -2.7176 -0.13 0.01 0.38 -0.4696
Te -0.3386 -0.1533 -2.5276 0.04 0.09 0.06 0.9517
C -0.8163 -2.8512 -3.8504 0.22 0.18 -0.03 -0.3316
C 0.2156 -2.3526 -4.8143 0.11 0.08 -0.01 -0.1122
C -1.3946 -4.0872 -4.0838 -0.21 -0.01 0.21 -0.0091
H -3.6470 -6.2718 -2.7581 -0.05 -0.04 0.01 0.0779
H -2.2049 -6.7103 -3.6816 0.01 -0.11 -0.01 0.0862
H -3.5267 -5.8704 -4.4783 -0.07 -0.09 -0.01 0.0892
H -3.4277 -4.2938 -1.4130 -0.08 -0.07 0.03 0.1167
H -3.3478 -2.5072 -0.0870 -0.11 0.02 0.08 0.0805
H -3.0756 -0.9654 -0.9089 -0.01 0.13 0.02 0.0595
H -1.7775 -1.7030 0.0445 -0.17 0.01 -0.09 -0.0189
H 1.1844 -2.2856 -4.3186 0.10 0.06 -0.05 0.0746
H -0.0349 -1.3597 -5.1881 0.05 0.00 -0.12 0.0486
H 0.3113 -3.0308 -5.6590 0.00 0.03 -0.03 0.0812
H -1.1129 -4.6476 -4.9632 0.11 0.00 -0.14 0.1233
C -3.5821 0.5151 2.0533 0.81 -0.25 0.16 -0.2136
Si -2.0528 -0.1428 3.0057 -0.64 -0.10 0.26 0.3690
C -1.8227 0.9762 4.5452 0.23 -0.49 -0.80 -0.2095
C -2.3129 -1.9745 3.5122 0.32 0.80 -0.34 -0.2136
As -0.0874 -0.2453 1.5186 -0.18 0.01 0.99 0.7017
Si 1.7679 0.2445 2.9879 0.64 -0.07 0.11 0.3113
C 3.3725 -0.0788 2.0103 -0.66 0.20 0.18 -0.2375
C 1.6548 -1.0929 4.3474 -0.20 0.60 -0.60 -0.2181
C 1.6643 2.0599 3.5801 -0.13 -0.78 -0.26 -0.2095
H -4.5010 0.1307 2.4830 -0.12 -0.16 0.18 0.0351
H -3.5564 0.2235 1.0097 -0.02 -0.13 -0.21 -0.0145
H -3.6361 1.5976 2.0951 0.08 0.27 0.06 0.0122
H -2.7171 0.9574 5.1598 -0.26 -0.13 0.02 0.0335
H -1.6457 2.0072 4.2563 0.05 0.19 -0.12 0.0200
H -0.9924 0.6528 5.1626 0.18 -0.08 0.13 0.0075
H -3.1334 -2.0950 4.2128 -0.18 0.15 0.13 0.0318
H -1.4165 -2.3696 3.9843 0.14 -0.04 0.05 0.0162
H -2.5270 -2.5884 2.6404 0.01 -0.03 -0.14 0.0161
H 3.2831 -0.9786 1.4046 -0.04 -0.10 -0.05 0.0313
H 4.2207 -0.2096 2.6757 0.07 -0.02 0.26 0.0349
H 3.5985 0.7519 1.3484 -0.03 0.08 -0.07 -0.0400
H 1.5482 -2.0666 3.8732 -0.01 -0.10 -0.05 0.0281
H 0.8115 -0.9408 5.0129 -0.17 0.00 0.11 0.0076
H 2.5559 -1.1150 4.9497 0.24 0.09 0.09 0.0298
H 1.3597 2.6992 2.7543 0.02 0.04 -0.14 0.0000
H 2.6250 2.4120 3.9412 0.24 -0.02 0.08 0.0296
H 0.9380 2.1816 4.3763 -0.14 -0.03 0.17 0.0085
N -2.4658 5.3784 0.8949 -0.20 0.74 0.74 0.1599
N -2.3370 4.1826 0.2942 0.91 -1.55 -0.37 -0.2623
N -3.1398 3.7597 -0.6433 -0.71 0.14 -0.38 0.1592
C -2.6916 2.5465 -0.9013 0.16 -0.10 0.20 -0.1671
N -1.6249 2.2558 -0.1314 -1.62 1.34 -0.03 -0.2228
N -1.4243 3.3172 0.6404 0.02 0.77 0.59 0.0983
H -3.0979 5.9946 0.3993 0.09 -0.22 -0.14 0.1242
H -1.5774 5.7901 1.1545 -0.03 -0.16 -0.17 0.1234
H -3.1211 1.8794 -1.6194 -0.02 -0.11 -0.20 0.1086
```
Forces are in eV/Å.

Calculated values
HOMO (spin up / spin down) ... -10.03 / -10.39 eV
Largest force on an atom ... 2.1 eV Å⁻¹
Energy above the lowest of the compared OMol25 structures with the same formula, charge and spin ... 1.206 eV
LUMO energy (spin up / spin down) ... -4.07 / -4.07 eV
Expectation value of S² ... 3.8210
Charge ... +1
Kohn-Sham gap (spin up / spin down) ... 5.97 / 6.32 eV
Multiplicity ... 4